21
Properties=species:S:1:pos:R:3:forces:R:3:nbo_charge:R:1 method="wB97M-V/def2-TZVPD" e_homo_ev="-14.51 / -14.97" spin_multiplicity=2 total_energy_ev=-9957.283 gap_ev="6.4453 / 7.0257" mol_weight_g_mol=115.18 total_charge=+1
O -0.139995 -0.561450 1.840207 1.66 3.04 0.99 -0.400
C 0.907308 -0.826281 1.127954 0.08 -1.51 -3.26 0.276
N 0.771607 -0.853077 -0.243896 -0.17 -0.29 0.90 -0.501
C -0.536578 -0.529087 -0.852963 0.85 0.93 1.08 -0.233
C -0.877814 0.959267 -0.585450 -0.72 -0.67 -0.47 -0.237
C -2.175646 1.166699 -1.372307 -0.01 -0.06 -0.36 -0.605
C 0.217218 1.907564 -1.025265 -0.19 0.29 -0.95 -0.634
C 2.045916 -1.568083 1.551228 0.24 -0.43 1.43 -0.177
H 1.348402 -1.587504 -0.627740 0.10 0.37 -0.69 0.420
H -0.483698 -0.702240 -1.922278 0.04 -0.27 0.00 0.238
H -1.278232 -1.137397 -0.335300 -0.22 -0.19 -0.35 0.230
H -1.096078 1.079420 0.475250 0.00 0.06 0.00 0.212
H -2.955449 0.445647 -1.122054 0.04 0.08 0.41 0.223
H -1.978272 0.960516 -2.428501 0.04 0.36 -0.07 0.209
H -2.586227 2.168376 -1.268299 0.05 0.03 -0.01 0.235
H -0.067893 2.942341 -0.845391 0.22 0.03 0.63 0.244
H 0.306509 1.925343 -2.118123 0.07 -0.46 -0.01 0.232
H 1.220087 1.661698 -0.660644 -0.05 0.23 0.30 0.196
H 1.985373 -2.091779 2.499287 0.06 0.38 0.16 0.240
H 1.069977 0.696285 1.586879 -2.02 -2.36 0.58 0.600
H 2.888570 -1.840355 0.932930 -0.08 0.44 -0.32 0.233


21
Properties=species:S:1:pos:R:3:forces:R:3:nbo_charge:R:1 method="wB97M-V/def2-TZVPD" e_homo_ev=-9.01 total_energy_ev=-17981.765 gap_ev=7.7812 mol_weight_g_mol=175.14 total_charge=0
C 0.075914 -0.146323 -1.255825 -0.93 -1.68 0.21 -0.251
C -0.663204 0.223405 0.863290 -1.18 1.21 2.22 0.284
C 1.164488 -0.154944 -0.193029 -0.32 0.52 -0.90 -0.020
C -0.287515 1.600519 1.176312 1.31 1.61 -1.05 -0.690
C -2.265142 -1.121076 -0.437808 0.80 2.64 1.85 -0.400
N -1.104609 -0.111344 -0.291401 -1.62 -3.67 -4.21 -0.346
N 1.690698 -1.405250 0.099892 3.05 -1.08 1.16 0.478
N 2.045914 0.942431 -0.227697 2.08 -0.08 0.55 0.481
O 2.848979 -1.533704 0.565029 -1.90 0.22 -0.67 -0.392
O 1.854519 1.739654 -1.145878 0.48 0.47 0.50 -0.427
O 0.966497 -2.364339 -0.117605 -0.73 -0.45 -0.17 -0.443
O 2.935367 1.040582 0.640801 -1.60 0.41 -1.29 -0.366
H 0.051960 0.699238 -1.907319 0.28 0.52 -0.15 0.256
H 0.129246 -1.109113 -1.922391 -0.57 1.59 1.52 0.244
H -1.268636 -0.173533 1.676912 0.43 -0.84 0.35 0.201
H -0.276599 2.161229 0.212546 0.01 -0.14 0.81 0.240
H 0.724686 1.679417 1.574106 -0.23 0.16 0.48 0.261
H -1.011598 2.054382 1.847569 -0.05 -0.05 0.13 0.238
H -2.234819 -1.643666 -1.354319 -0.06 -0.15 -1.03 0.227
H -2.182870 -1.798877 0.373205 0.46 -1.02 0.67 0.214
H -3.193277 -0.578696 -0.176387 0.30 -0.19 -0.99 0.211


10
Properties=species:S:1:pos:R:3:forces:R:3:nbo_charge:R:1 method="wB97M-V/def2-TZVPD" e_homo_ev=-8.62 total_energy_ev=-38163.198 gap_ev=8.4823 mol_weight_g_mol=153.25 total_charge=0
C 0.606750 1.339540 1.121911 -1.28 0.73 1.26 0.879
C -0.335444 -0.276543 -0.864343 -0.18 -1.56 -0.24 -0.543
N 1.524681 0.560128 1.073820 -2.38 -0.16 -0.88 -0.768
O -0.363806 2.004648 1.227794 1.50 -0.80 -0.54 -0.519
S -0.063484 -1.962617 -1.215424 -1.40 1.91 0.59 0.232
S -1.274051 -2.713849 0.323279 2.13 -1.28 1.08 -0.136
S 0.260507 0.859074 -1.896605 0.44 0.03 -1.13 0.186
H -2.531014 -2.431336 0.174783 -1.14 0.74 -1.16 0.131
H 2.426898 0.663064 1.374005 2.42 0.36 0.81 0.415
H -0.251038 1.957891 -1.319221 -0.11 0.02 0.19 0.124


96
Properties=species:S:1:pos:R:3:forces:R:3:lowdin_charge:R:1 method="wB97M-V/def2-TZVPD" e_homo_ev=-8.77 total_energy_ev=-60876.153 smiles="COCCNCCOC.COCCNCCOC.NC(N)=O.NC(N)=O.NC(N)=O.NC(N)=O.NC(N)=O.NC(N)=O" gap_ev=8.8303 mol_weight_g_mol=626.72 total_charge=0
C 0.624971 -1.167559 -4.543341 0.23 0.08 0.20 -0.118
O 1.623763 -1.336894 -5.553986 -0.69 0.76 -0.02 -0.214
C 1.111986 -2.080241 -6.676550 1.56 -0.24 -0.57 -0.174
C 2.158360 -2.034427 -7.932088 -2.59 -1.33 1.74 -0.209
N 3.323130 -2.793235 -7.564244 -0.75 -0.30 -0.67 -0.073
C 4.280342 -2.803163 -8.703980 1.86 1.27 2.33 -0.167
C 5.749823 -3.181588 -8.230491 -0.99 -1.82 -0.89 -0.243
O 6.240909 -2.549522 -7.108654 -0.69 1.79 0.90 -0.185
C 6.277548 -1.113196 -7.219687 1.65 -0.52 -0.16 -0.079
H 0.113372 -2.091892 -4.275051 -0.06 -0.33 -0.37 0.082
H -0.122558 -0.414035 -4.791363 -0.10 -0.02 -0.47 0.084
H 1.044466 -0.823578 -3.597935 0.64 0.06 -0.25 0.080
H 0.117254 -1.781998 -7.007664 -0.02 0.47 0.10 0.109
H 1.043728 -3.071121 -6.227556 -0.13 -0.60 -0.87 0.113
H 2.362957 -0.987839 -8.157654 -0.09 0.20 -0.36 0.113
H 1.681781 -2.600275 -8.732579 -0.40 0.63 -0.39 0.111
H 3.429269 -2.303922 -6.687087 2.48 -0.39 0.26 0.096
H 4.340534 -1.775505 -9.062313 0.00 0.20 -0.55 0.081
H 3.948642 -3.412627 -9.544597 -0.13 -0.30 0.39 0.118
H 6.495483 -3.191651 -9.025478 -0.16 0.83 -0.70 0.114
H 5.796122 -4.240245 -7.975119 -0.55 -0.18 0.29 0.115
H 6.350918 -0.661495 -6.230405 -0.91 -0.17 0.07 0.085
H 5.558388 -0.683085 -7.916766 -0.36 -0.07 0.55 0.077
H 7.257927 -0.845085 -7.613502 0.23 0.00 -0.50 0.081
C -8.113834 -5.460290 5.072431 1.28 1.16 0.05 -0.047
O -6.890071 -4.674230 4.711678 -1.63 -1.50 0.33 -0.198
C -6.312162 -5.019802 3.465026 -0.45 -0.05 -0.62 -0.266
C -5.235297 -4.014750 3.104062 -0.32 -0.45 1.56 -0.200
N -4.260730 -3.994377 4.212553 0.41 -0.05 -0.90 -0.058
C -3.542643 -2.728555 4.336571 -0.15 -0.44 -0.22 -0.212
C -2.643283 -2.694680 5.548257 0.18 -0.48 -0.72 -0.253
O -2.319450 -1.354512 5.811648 -0.30 -0.69 0.09 -0.184
C -1.722927 -1.273302 7.075838 0.58 1.44 -0.52 -0.125
H -7.991506 -6.539415 4.979575 0.27 0.05 -0.36 0.081
H -8.988281 -5.102524 4.528865 0.18 -0.07 -0.40 0.080
H -8.323680 -5.262801 6.123642 0.32 0.16 -0.02 0.078
H -7.035086 -5.077660 2.651307 -0.57 0.58 -0.05 0.115
H -5.904165 -6.027733 3.389426 0.39 -0.32 0.89 0.119
H -5.680435 -3.021078 3.053452 -0.19 0.15 -0.59 0.114
H -4.873285 -4.387174 2.145751 0.60 0.51 -0.05 0.117
H -4.766981 -4.239795 5.051346 0.03 0.30 0.19 0.093
H -4.180143 -1.844646 4.356556 -0.47 0.13 0.22 0.114
H -2.921583 -2.582032 3.452875 0.07 -0.13 -0.16 0.122
H -1.736787 -3.261295 5.335395 0.35 -0.08 -0.11 0.123
H -3.055057 -3.218242 6.411057 -0.59 0.25 0.28 0.120
H -1.298066 -0.269966 7.045641 0.00 0.12 0.71 0.088
H -0.874096 -1.949994 7.174213 -0.12 -0.38 0.20 0.089
H -2.467253 -1.366975 7.866610 0.14 -0.19 0.21 0.092
C -7.002628 2.402305 0.852960 -1.87 1.44 -0.39 -0.830
O -8.147626 2.699073 0.683523 -2.95 0.07 0.29 0.055
N -6.131610 2.455283 -0.092420 3.86 -0.47 -3.50 0.157
N -6.396628 2.203618 1.991866 0.67 -1.13 4.63 0.160
H -6.356201 2.585881 -1.068431 0.06 -0.23 0.47 0.123
H -5.243160 2.133152 0.263933 0.41 0.26 -1.59 0.105
H -5.460026 1.828475 2.038121 -0.33 0.08 0.25 0.109
H -6.979922 2.099525 2.809812 0.24 -0.03 -0.14 0.121
C -2.603639 5.751932 -3.286361 1.08 3.91 2.62 -0.793
O -1.760400 6.641057 -3.316614 0.28 -0.02 0.14 0.020
N -3.507613 5.632425 -2.315253 -1.32 -0.38 2.43 0.156
N -2.831075 4.961072 -4.263199 0.08 -2.65 -3.27 0.161
H -4.109218 4.821294 -2.330327 -0.01 0.40 0.44 0.092
H -3.413897 6.146154 -1.450731 0.12 -0.23 -0.25 0.116
H -2.479543 5.422357 -5.090093 -0.42 -1.19 -0.70 0.134
H -3.561217 4.281857 -4.102986 0.19 0.16 -1.39 0.113
C 1.696960 5.698028 6.569934 2.36 -1.96 -0.65 -0.769
O 2.880328 5.390871 6.571332 0.27 -0.07 0.08 0.018
N 0.779131 5.093492 5.826109 -1.88 -0.75 -1.50 0.154
N 1.186206 6.608971 7.355025 -0.86 2.70 2.20 0.153
H 0.967664 4.264376 5.281021 0.08 0.53 0.01 0.113
H -0.095501 5.592792 5.749827 -0.02 -0.76 -0.40 0.101
H 0.188513 6.764122 7.380083 0.41 0.02 0.40 0.107
H 1.775622 6.880982 8.128776 -0.34 0.28 -0.21 0.122
C 5.702676 -1.592062 -1.592044 2.92 0.62 0.42 -0.833
O 6.786343 -1.083643 -1.398215 1.24 1.06 -0.39 0.033
N 4.850080 -1.781068 -0.662438 -4.16 0.09 5.78 0.159
N 5.281745 -2.160099 -2.668051 -0.34 -1.33 -4.72 0.173
H 4.948034 -1.270075 0.203230 0.11 -0.19 -0.11 0.125
H 3.938492 -2.183605 -0.827013 0.30 0.21 0.14 0.110
H 4.340719 -2.526883 -2.661487 0.54 0.05 -0.91 0.112
H 5.869391 -2.040507 -3.480747 -0.59 -0.42 -0.18 0.123
C -0.159171 2.016718 1.671883 -1.71 -1.25 -1.11 -0.832
O -1.355837 1.893588 1.591497 -2.46 0.75 0.28 0.026
N 0.583553 2.413185 0.690507 2.16 2.20 -4.20 0.165
N 0.551302 1.553851 2.639041 2.12 -1.65 4.90 0.167
H 1.591859 2.440158 0.742526 -0.33 0.24 -0.02 0.114
H 0.131543 2.852130 -0.098869 0.22 -0.22 0.12 0.121
H 1.531486 1.331876 2.538735 -0.25 0.21 0.29 0.118
H 0.063416 1.287391 3.482303 0.27 -0.27 -0.26 0.120
C 6.166667 2.615521 2.414662 -4.69 -3.31 1.74 -0.781
O 5.233976 1.786129 2.551823 0.97 0.30 -1.10 -0.035
N 6.290459 3.559729 3.286727 0.89 3.21 2.36 0.162
N 7.066486 2.654275 1.499020 2.95 -0.75 -3.79 0.176
H 7.034317 4.199887 3.048028 -0.60 0.61 1.04 0.107
H 5.541717 3.750536 3.937183 0.39 0.11 -0.13 0.130
H 7.130032 1.902372 0.827667 0.06 0.17 0.12 0.128
H 7.813883 3.331508 1.552435 -0.13 -0.42 -0.31 0.115


15
Properties=species:S:1:pos:R:3:forces:R:3:nbo_charge:R:1 method="wB97M-V/def2-TZVPD" e_homo_ev=-7.95 total_energy_ev=-20468.286 gap_ev=8.8418 mol_weight_g_mol=133.18 total_charge=0
C -1.592886 0.370600 0.003976 0.40 -1.11 -2.89 0.229
C 1.080514 -0.678502 1.383576 1.73 0.66 0.01 0.268
H -0.530773 0.254618 -3.126330 -3.46 -0.54 3.34 0.348
H -1.889460 -0.860054 -2.385135 1.38 3.59 -0.88 0.348
H -2.679820 0.851554 -0.021112 2.42 -1.00 -0.13 0.194
H -1.882672 -0.005831 2.054984 1.41 0.64 -2.54 0.407
H 1.883252 -1.110571 2.086747 -1.42 0.13 -1.40 0.196
H 0.774454 0.505509 -0.277829 2.59 -1.31 0.79 0.440
H 3.641683 1.087115 0.485607 0.10 0.02 -0.04 0.073
N -1.429311 0.204479 -2.278473 0.03 -3.06 -5.07 -0.649
N -0.856073 -0.002080 -1.073836 -0.25 1.44 5.88 -0.441
N -1.152000 0.050424 1.254484 -2.31 -0.01 2.84 -0.462
N -0.138971 -0.759319 1.774318 1.24 0.12 -0.42 -0.340
N 1.626680 0.068444 0.302059 -6.18 0.45 1.14 -0.858
S 3.145382 0.023615 -0.183038 2.33 -0.03 -0.62 0.248


14
Properties=species:S:1:pos:R:3:forces:R:3:nbo_charge:R:1 method="wB97M-V/def2-TZVPD" e_homo_ev=-9.93 total_energy_ev=-8371.153 smiles="CC(=O)O.C=C" gap_ev=10.7857 mol_weight_g_mol=88.11 total_charge=0
C 2.539147 -0.880005 -0.083201 -0.01 -0.57 0.54 -0.455
C 1.529705 -1.272910 0.696126 0.71 -0.25 0.04 -0.334
O -1.021474 -0.255466 1.241170 -0.84 0.65 -0.54 -0.601
C -1.279725 0.310704 0.198248 0.83 0.33 0.44 0.805
O -0.428498 0.237149 -0.858163 3.40 1.09 0.77 -0.762
C -2.509202 1.222843 -0.044066 0.25 -0.29 -0.11 -0.725
H 0.700472 0.257854 -0.528304 -4.74 -0.83 -0.88 0.527
H 3.211853 -0.083777 0.227948 0.07 -0.28 -0.14 0.204
H 2.781099 -1.535263 -0.913037 -0.03 0.71 -0.52 0.209
H 0.845372 -2.044782 0.355271 0.16 0.02 0.27 0.210
H 1.429547 -0.915096 1.708643 -0.46 0.35 -0.10 0.214
H -3.124129 1.275362 0.855711 0.16 -0.21 -0.08 0.233
H -3.118250 0.857096 -0.875732 0.13 -0.19 0.12 0.237
H -2.246000 2.254112 -0.333543 0.37 -0.52 0.18 0.237